Density functional theory data (wB97M-V/def2-TZVPD) for C46H47AlGe3N as an isolated structure.

- total charge = +1
- M (g mol⁻¹) = 858.70
- total energy (eV) = -226095.8818
- HOMO-LUMO gap (eV) = 8.11

CARTESIAN COORDINATES (ANGSTROEM)
Al1 0.28687 0.28541 0.48264
N1 -0.08437 -0.14336 2.39923
C1 0.95764 0.15363 3.38905
C2 0.50682 0.37964 4.68110
C3 1.39784 0.58879 5.71404
C4 2.75511 0.52743 5.43674
C5 3.18971 0.29654 4.14427
C6 2.31530 0.14100 3.05801
C7 2.88094 -0.09545 1.67388
C8 4.26843 -0.01210 1.50840
C9 4.89168 -0.40009 0.33343
C10 4.13720 -0.90089 -0.71504
C11 2.75784 -0.88718 -0.59517
C12 2.09183 -0.45788 0.55211
H1 -0.23856 -1.15356 2.39906
H2 -0.96648 0.25004 2.72186
H3 -0.56180 0.38795 4.87340
H4 1.03852 0.77582 6.71720
H5 3.48166 0.64807 6.22984
H6 4.25377 0.22695 3.98011
H7 4.89177 0.36450 2.30613
H8 5.96834 -0.31801 0.24733
H9 4.60945 -1.24846 -1.62569
H10 2.17604 -1.21603 -1.44523
C13 0.82360 -3.41520 1.96443
Ge1 0.19612 -3.78808 0.15247
C14 -1.00674 -5.32432 0.23788
C15 1.71336 -4.32518 -0.93404
Ge2 -1.17401 -1.92272 -0.72662
C16 -2.56013 -2.76305 -1.83095
C17 -2.22013 -3.81668 -2.68215
C18 -3.19745 -4.48715 -3.40272
C19 -4.52797 -4.10513 -3.28958
C20 -4.88072 -3.06591 -2.43906
C21 -3.90336 -2.40553 -1.70435
C22 -2.26692 -1.25074 0.79083
C23 -2.50835 -2.17865 1.81283
C24 -3.32545 -1.85595 2.88985
C25 -3.91402 -0.59802 2.96716
C26 -3.69723 0.32580 1.95450
C27 -2.88392 -0.00036 0.87224
H11 1.26750 -4.34089 2.34282
H12 0.01248 -3.14669 2.64849
H13 1.59217 -2.64162 1.96970
H14 -0.39998 -6.20045 0.48369
H15 -1.49810 -5.49666 -0.71900
H16 -1.77745 -5.21634 1.00266
H17 2.17223 -5.17529 -0.42350
H18 2.45747 -3.53649 -1.02725
H19 1.39458 -4.65073 -1.92438
H20 -1.18512 -4.11791 -2.79792
H21 -2.91693 -5.30297 -4.05870
H22 -5.29108 -4.62320 -3.85670
H23 -5.91992 -2.77788 -2.33341
H24 -4.20598 -1.62866 -1.01390
H25 -2.06679 -3.16736 1.77175
H26 -3.50638 -2.58982 3.66589
H27 -4.55014 -0.34566 3.80708
H28 -4.16650 1.30132 1.99843
H29 -2.73923 0.73660 0.09517
C28 -0.44112 2.08145 0.35616
H30 -0.77231 2.41520 -0.62475
H31 0.34586 2.76543 0.69501
H32 -1.28051 2.19586 1.04111
C29 3.66562 2.09891 -3.69492
C30 3.30623 0.93914 -4.36260
C31 2.15713 0.24108 -3.99746
C32 1.34829 0.69720 -2.95399
C33 1.71542 1.88218 -2.30362
C34 2.86436 2.57217 -2.66447
Ge3 -0.34217 -0.27047 -2.63556
C35 -0.29849 -1.72602 -3.92802
C36 0.70743 -2.69477 -3.89442
C37 0.74175 -3.71269 -4.83965
C38 -0.22756 -3.76283 -5.83624
C39 -1.22285 -2.79537 -5.88602
C40 -1.26327 -1.78320 -4.93325
C41 -1.76549 0.97532 -3.11000
C42 -3.06542 0.91250 -2.60757
C43 -4.03557 1.81974 -3.01895
C44 -3.71238 2.80241 -3.94504
C45 -2.42531 2.87070 -4.46250
C46 -1.45562 1.96589 -4.04772
H33 4.55804 2.64119 -3.98478
H34 3.91775 0.56941 -5.17711
H35 1.90088 -0.65836 -4.54069
H36 1.11474 2.28873 -1.51268
H37 3.13003 3.48517 -2.14435
H38 1.47674 -2.65996 -3.12974
H39 1.52653 -4.45943 -4.80574
H40 -0.19905 -4.55106 -6.57947
H41 -1.97784 -2.83364 -6.66271
H42 -2.05769 -1.04516 -4.96998
H43 -3.33946 0.12864 -1.91950
H44 -5.04287 1.75377 -2.62514
H45 -4.46430 3.51275 -4.26737
H46 -2.17420 3.63312 -5.19028
H47 -0.45206 2.04101 -4.45229

---

Density functional theory data (wB97M-V/def2-TZVPD) for C22H20AsN3O9S3Zn as an isolated structure.

- total charge = -2
- energy above the lowest of the compared OMol25 structures with the same formula, charge and spin (kJ/mol) = 11.0
- M (g mol⁻¹) = 706.93
- total energy (eV) = -187798.3267
- HOMO-LUMO gap (eV) = 5.74

CARTESIAN COORDINATES (ANGSTROEM)
Zn1 0.13614 0.11077 0.63344
O1 3.74077 -0.49098 -0.66837
C1 2.79585 -0.75642 0.08381
O2 1.57906 -0.81729 -0.31154
C2 3.12543 -1.13569 1.52683
C3 4.38566 -1.72550 1.66757
C4 4.86998 -2.18925 2.87578
C5 4.07261 -2.04541 4.00560
C6 2.83289 -1.45240 3.89538
C7 2.31219 -0.98354 2.67283
S1 0.72855 -0.22072 2.82364
H1 4.98566 -1.80133 0.77049
H2 5.84887 -2.65081 2.93651
H3 4.41631 -2.39403 4.97414
H4 2.21292 -1.33255 4.77580
O3 -1.12266 1.56559 0.01320
N1 -2.39536 1.29590 -0.26117
C8 -3.12836 0.69975 0.70533
C9 -4.44662 0.38446 0.53426
C10 -5.04127 0.69919 -0.69344
C11 -4.29561 1.31630 -1.65931
C12 -2.92666 1.64751 -1.47865
S2 -2.01458 2.41070 -2.68582
H5 -2.56802 0.47459 1.59942
H6 -4.98016 -0.11826 1.32721
H7 -6.07917 0.45086 -0.88227
H8 -4.71895 1.57682 -2.61902
C13 1.66028 4.23121 -2.13918
As1 2.30051 2.55613 -1.41409
C14 1.55467 1.24811 -2.59873
C15 4.19635 2.52511 -1.78685
S3 1.91606 2.42002 0.63181
H9 1.98492 4.35063 -3.17383
H10 2.03494 5.04555 -1.52130
H11 0.57154 4.19673 -2.08845
H12 1.78334 1.55232 -3.62155
H13 0.47511 1.25018 -2.45488
H14 1.98334 0.28005 -2.35449
H15 4.37225 2.62043 -2.85929
H16 4.55694 1.56275 -1.42492
H17 4.67630 3.33955 -1.24677
O4 -2.53950 -3.18121 0.26007
C16 -2.09122 -2.19137 -0.31868
O5 -1.31461 -1.29579 0.09750
C17 -2.59222 -1.93999 -1.74616
C18 -3.87398 -2.34640 -2.08747
C19 -4.36932 -2.03511 -3.34127
C20 -3.61964 -1.37028 -4.29415
C21 -2.33464 -1.02020 -3.93586
C22 -1.81168 -1.26440 -2.67637
N2 -1.49515 -0.37389 -4.96122
O6 -0.30552 -0.30066 -4.74904
O7 -2.04160 0.01192 -5.97950
N3 -5.74593 -2.41673 -3.68552
O8 -6.43395 -2.92361 -2.82013
O9 -6.12919 -2.21762 -4.82579
H18 -4.46576 -2.88799 -1.36447
H19 -4.01349 -1.13576 -5.26888
H20 -0.81793 -0.92712 -2.41121

---

Density functional theory data (wB97M-V/def2-TZVPD) for a 2-piece molecular cluster, C3H6NO2 overall in a non-equilibrium geometry.

- total charge = -1
- energy above the lowest of the compared OMol25 structures with the same formula, charge and spin (kJ/mol) = 224.0
- M (g mol⁻¹) = 88.09
- total energy (eV) = -8792.8951
- HOMO-LUMO gap (eV) = 5.97

CARTESIAN COORDINATES (ANGSTROEM)
O1 -0.64473 3.31494 -0.72977
C1 -0.11913 2.17510 -0.52709
N1 0.68751 1.54047 -1.34038
C2 0.49055 -3.44092 0.26597
O2 0.85068 -2.87544 1.24865
C3 -0.53261 1.39861 0.72294
H1 0.61889 1.90320 -2.28377
H2 -0.56508 -3.59378 -0.03183
H3 1.09193 -4.02728 -0.47524
H4 -0.67282 2.01606 1.61766
H5 0.27042 0.70967 0.99198
H6 -1.47562 0.87937 0.54088

---

Density functional theory data (wB97M-V/def2-TZVPD) for an isolated molecule of C5H11IN2S in a non-equilibrium geometry.

- multiplicity = 3
- energy above the lowest of the compared OMol25 structures with the same formula, charge and spin (kJ/mol) = 0.0
- M (g mol⁻¹) = 258.13
- total energy (eV) = -27274.6210
- HOMO-LUMO gap (spin up / spin down) (eV) = 7.31 / 6.76
- <S²> = 2.008

CARTESIAN COORDINATES (ANGSTROEM)
C1 0.65486 -0.89409 0.98343
C2 -1.00087 -2.50990 1.47396
C3 0.07763 0.47320 0.60566
C4 0.92966 1.64302 1.08171
C5 -0.19511 -0.15979 -3.24736
N1 -0.13617 0.45648 -0.82792
N2 -0.37999 -1.87825 0.61015
S1 0.93539 0.07417 -1.87009
I1 2.27902 2.18319 -2.48570
H1 1.60840 -0.96823 0.45498
H2 0.85361 -0.93386 2.05897
H3 -0.51973 -2.68296 2.42833
H4 -1.78749 -3.23006 1.24281
H5 -0.95176 0.43382 1.10142
H6 1.94182 1.23561 1.43595
H7 0.61519 2.07950 1.97640
H8 1.10836 2.35754 0.33504
H9 -1.01527 0.66034 -3.52271
H10 -0.57613 -1.10663 -2.98235
H11 0.37438 -0.15069 -4.18183

---

Density functional theory data (wB97M-V/def2-TZVPD) for a 2-piece molecular cluster, C4H2F2NO2 overall in a non-equilibrium geometry.

- total charge = -1
- energy above the lowest of the compared OMol25 structures with the same formula, charge and spin (kJ/mol) = 51.6
- M (g mol⁻¹) = 134.06
- total energy (eV) = -15198.0367
- HOMO-LUMO gap (spin up / spin down) (eV) = 8.33 / 4.04

CARTESIAN COORDINATES (ANGSTROEM)
C1 -2.51251 -1.85045 1.40221
C2 2.54499 0.59081 -1.47964
C3 -1.91991 -0.65087 0.90716
C4 1.13568 0.92160 -0.52569
N1 -3.02142 -2.84241 1.78370
O1 3.01459 -0.49799 -1.45775
O2 2.65475 1.68344 -1.98055
F1 0.07938 1.51749 -1.13967
F2 1.33841 1.54866 0.69432
H1 -0.90749 -0.68786 0.72145
H2 -2.40648 0.26757 1.07445

---

Density functional theory data (wB97M-V/def2-TZVPD) for an isolated molecule of C3H3NO2 in a non-equilibrium geometry.

- energy above the lowest of the compared OMol25 structures with the same formula, charge and spin (kJ/mol) = 560.0
- M (g mol⁻¹) = 85.06
- total energy (eV) = -8739.3276
- HOMO-LUMO gap (eV) = 10.21
- SMILES = C#CC(=O)NO

CARTESIAN COORDINATES (ANGSTROEM)
C1 -0.14477 -0.70595 -0.48221
C2 0.02708 -0.39763 1.02822
C3 -0.53281 -0.50834 2.17901
H1 1.18554 1.65954 -0.43290
H2 0.02059 0.24227 -2.52991
H3 -0.66512 -0.27289 3.33405
N1 0.38576 0.26418 -1.48473
O1 0.20887 1.51558 -0.78248
O2 -0.48514 -1.79677 -0.82906